# 1
{"formula": "C3H12NO3S", "method": "wB97M-V/def2-TZVPD", "orbital_gap_ha": 0.278, "charge": -1, "lumo_energy_ev": 3.1233, "homo_ev": -4.4, "elements": ["C", "O", "C", "C", "S", "N", "H", "H", "H", "H", "H", "H", "H", "H", "H", "H", "O", "H", "H", "O"], "xyz": [[0.5434, 1.2325, 1.2952], [1.8836, 0.8675, 1.2217], [-0.4012, 0.2806, 0.4227], [-1.6161, 0.0314, 1.2649], [-2.9411, -0.7243, 0.1581], [0.1534, -1.0278, 0.0427], [0.3113, 1.2124, 2.3731], [0.3695, 2.2684, 0.9483], [-0.6364, 0.9747, -0.3919], [-2.2471, 0.8403, 1.6394], [-1.3261, -0.6266, 2.0985], [-2.4382, -1.7223, -0.5792], [0.3259, -1.5094, 0.9219], [1.0823, -0.8218, -0.3170], [2.1685, 0.0304, -2.3513], [0.7077, -0.3543, -2.4008], [1.5191, -0.4737, -2.9341], [2.3291, 0.5064, 0.1463], [2.8711, 1.4366, -1.2051], [2.9158, 0.5196, -0.9043]], "forces_ev_per_angstrom": [[1.5, -1.1, -0.1], [-0.4, -0.2, 0.1], [0.5, 1.7, 1.6], [-1.1, -1.6, -1.2], [-0.9, 0.2, 0.6], [-0.1, 1.1, 0.0], [-0.6, -0.1, 0.0], [-0.1, 0.0, 0.0], [-0.2, -1.0, -0.6], [0.7, 0.4, 0.0], [-0.4, 0.1, -0.2], [0.7, 0.1, 0.4], [0.1, -0.1, -0.1], [0.1, -0.3, -0.1], [-0.3, -0.8, 0.0], [0.5, -0.3, -0.5], [-0.4, 0.7, 0.5], [0.2, 1.4, 0.1], [0.1, -0.1, 0.5], [0.0, -0.2, -0.7]]}



# 2
{"formula": "C38H39BF19GeN5O5PS3Ta", "method": "wB97M-V/def2-TZVPD", "orbital_gap_ha": 0.284, "charge": 2, "lumo_energy_ev": -5.7544, "homo_ev": -13.5, "elements": ["Ta", "N", "N", "C", "N", "N", "N", "O", "O", "H", "H", "H", "H", "H", "O", "C", "O", "C", "C", "C", "C", "C", "C", "H", "H", "H", "H", "H", "O", "S", "C", "C", "C", "C", "H", "H", "H", "H", "H", "H", "H", "H", "C", "S", "C", "H", "H", "H", "H", "H", "H", "F", "B", "F", "F", "F", "C", "C", "P", "C", "C", "C", "C", "H", "H", "H", "H", "H", "H", "H", "H", "H", "H", "H", "H", "H", "H", "H", "F", "C", "C", "C", "F", "C", "F", "C", "F", "C", "F", "Ge", "S", "C", "C", "F", "C", "F", "C", "F", "C", "F", "C", "F", "C", "C", "F", "C", "F", "C", "F", "C", "F", "C", "F"], "xyz": [[-0.4797, -1.6204, 1.2027], [-0.3336, 0.5300, 0.3187], [0.7311, 1.2678, 0.8364], [1.2964, 0.8452, 1.9667], [2.2458, 1.5806, 2.5206], [0.8297, -0.3350, 2.4272], [0.9717, -0.7072, 3.7726], [1.7206, -0.0479, 4.4182], [-1.7316, 1.1161, 2.6040], [-0.1565, 0.4595, -0.7024], [-1.2054, 1.0316, 0.4959], [1.0629, 2.0668, 0.3167], [2.4334, 2.5140, 2.1863], [2.6416, 1.2787, 3.3978], [-0.0026, -3.4046, -0.0282], [1.0004, -2.8038, -0.5253], [1.0888, -1.5557, -0.1802], [1.9598, -3.4271, -1.4163], [1.7631, -4.7470, -1.8243], [2.6795, -5.3353, -2.6765], [3.7865, -4.6116, -3.1063], [3.9885, -3.3004, -2.6881], [3.0744, -2.7023, -1.8414], [0.9066, -5.2997, -1.4609], [2.5425, -6.3581, -2.9990], [4.5053, -5.0778, -3.7673], [4.8628, -2.7559, -3.0179], [3.2174, -1.6890, -1.4897], [-1.8896, -1.5129, -0.4075], [-1.7841, -1.6743, -1.9520], [-2.2322, -3.4071, -2.2815], [-3.5842, -3.3954, -2.9961], [-4.3536, -2.2029, -2.4379], [-3.3779, -1.0344, -2.5061], [-2.2849, -3.8547, -1.2883], [-1.4207, -3.8725, -2.8384], [-4.1009, -4.3400, -2.8329], [-3.4432, -3.2807, -4.0723], [-4.6482, -2.3833, -1.4020], [-5.2541, -1.9843, -3.0095], [-3.6072, -0.1773, -1.8732], [-3.2216, -0.6906, -3.5312], [-3.9453, -2.9965, 2.3822], [-2.3983, -3.5223, 1.6204], [-1.7589, -4.5708, 2.9375], [-4.5777, -3.8787, 2.4605], [-4.4247, -2.2638, 1.7370], [-3.7636, -2.5679, 3.3645], [-2.4876, -5.3583, 3.1187], [-1.5905, -3.9818, 3.8361], [-0.8234, -5.0036, 2.5951], [0.3215, -2.7898, 2.4385], [2.7421, -3.4649, 2.4583], [2.9920, -2.3834, 1.7293], [2.8504, -3.4071, 3.7620], [2.3718, -4.5702, 1.8445], [2.9763, 2.5315, -1.8488], [2.6837, 1.3874, -2.8159], [0.9042, 0.9114, -2.8600], [0.9042, -0.5576, -3.9888], [2.0416, -0.6968, -5.0005], [0.1379, 2.2522, -3.8652], [0.6131, 2.4612, -5.2998], [4.0134, 2.8553, -1.9303], [2.8256, 2.2156, -0.8127], [2.3495, 3.4042, -2.0423], [3.2523, 0.5008, -2.5260], [3.0149, 1.6503, -3.8216], [-0.0621, -0.5393, -4.5052], [0.8887, -1.4448, -3.3494], [2.1194, 0.1637, -5.6615], [1.8836, -1.5790, -5.6219], [3.0022, -0.8222, -4.5010], [0.2674, 3.1706, -3.2842], [-0.9393, 2.0582, -3.8530], [1.6841, 2.6573, -5.3541], [0.1054, 3.3181, -5.7425], [0.3943, 1.5956, -5.9247], [-2.4477, 3.3822, 6.3311], [-1.5586, 3.8978, 5.4856], [-1.6227, 3.5865, 4.1372], [-0.6878, 4.1859, 3.3147], [-0.7331, 3.9644, 1.9829], [0.3085, 5.0084, 3.7925], [1.2345, 5.5022, 2.9618], [0.3621, 5.2844, 5.1507], [1.3120, 6.0663, 5.6259], [-0.5847, 4.7370, 6.0033], [-0.5430, 5.0077, 7.2955], [-2.8666, 2.3231, 3.3589], [-2.2812, -0.4523, 2.4298], [-3.9128, 1.3325, 4.6405], [-3.2405, 0.6426, 5.6383], [-1.9042, 0.7312, 5.7048], [-3.8940, -0.1418, 6.5652], [-3.2205, -0.7936, 7.5026], [-5.2777, -0.2451, 6.4999], [-5.9221, -0.9889, 7.3777], [-5.9819, 0.4249, 5.5113], [-7.3006, 0.3188, 5.4470], [-5.2902, 1.2011, 4.5974], [-5.9967, 1.8298, 3.6521], [-3.8951, 3.1434, 1.9343], [-3.8860, 2.7921, 0.5974], [-3.1187, 1.7741, 0.1469], [-4.6561, 3.4501, -0.3414], [-4.6223, 3.0783, -1.6199], [-5.4692, 4.5000, 0.0569], [-6.2105, 5.1300, -0.8336], [-5.5019, 4.8857, 1.3894], [-6.2761, 5.8845, 1.7745], [-4.7139, 4.2004, 2.2943], [-4.7466, 4.5621, 3.5837]], "forces_ev_per_angstrom": [[-1.1, 0.6, -0.1], [-0.2, -0.2, -0.1], [0.0, 0.0, 0.0], [0.1, 0.0, 0.1], [0.0, 0.1, 0.0], [-0.2, 0.0, -0.1], [0.0, 0.1, 0.0], [0.0, -0.1, 0.2], [0.0, 0.0, 0.0], [0.0, 0.0, 0.0], [0.0, 0.1, 0.0], [0.0, 0.0, 0.0], [0.0, 0.0, 0.0], [0.0, 0.0, 0.0], [0.0, 0.1, 0.0], [-0.1, 0.0, 0.1], [0.1, 0.0, -0.1], [0.0, 0.0, 0.0], [0.0, 0.0, 0.0], [0.0, 0.0, 0.0], [0.0, 0.0, 0.0], [0.0, 0.0, 0.0], [0.0, 0.0, 0.0], [0.0, 0.0, 0.0], [0.0, 0.0, 0.0], [0.0, 0.0, 0.0], [0.0, 0.0, 0.0], [0.0, 0.0, 0.0], [0.2, 0.1, 0.0], [0.1, -0.1, 0.0], [0.0, 0.0, 0.0], [0.0, 0.0, 0.0], [0.0, 0.0, 0.0], [0.0, 0.0, 0.0], [0.0, 0.0, 0.0], [0.0, 0.0, 0.0], [0.0, 0.0, 0.0], [0.0, 0.0, 0.0], [0.0, 0.0, 0.0], [0.0, 0.0, 0.0], [0.0, 0.0, 0.0], [0.0, 0.0, 0.0], [0.0, 0.0, 0.0], [0.1, 0.1, 0.1], [0.0, 0.0, 0.0], [0.0, 0.0, 0.0], [0.0, 0.0, 0.0], [0.0, 0.0, 0.0], [0.0, 0.0, 0.0], [0.0, 0.0, 0.0], [0.0, 0.0, 0.0], [0.1, -0.2, 0.1], [-0.3, 0.1, 0.1], [0.2, 0.0, 0.0], [0.1, 0.0, 0.0], [0.1, -0.1, 0.0], [0.0, 0.0, 0.0], [0.0, 0.0, 0.0], [0.0, 0.0, 0.0], [0.0, 0.0, 0.0], [0.0, 0.0, 0.0], [0.0, 0.0, 0.0], [0.0, 0.0, 0.0], [0.0, 0.0, 0.0], [0.0, 0.0, 0.0], [0.0, 0.0, 0.0], [0.0, 0.0, 0.0], [0.0, 0.0, 0.0], [0.0, 0.0, 0.0], [0.0, 0.0, 0.0], [0.0, 0.0, 0.0], [0.0, 0.0, 0.0], [0.0, 0.0, 0.0], [0.0, 0.0, 0.0], [0.0, 0.0, 0.0], [0.0, 0.0, 0.0], [0.0, 0.0, 0.0], [0.0, 0.0, 0.0], [0.0, 0.0, 0.1], [0.0, 0.0, 0.0], [-0.1, 0.0, -0.1], [0.0, 0.0, -0.1], [0.1, -0.2, 0.0], [0.2, 0.0, -0.1], [-0.2, 0.0, 0.1], [0.0, 0.0, 0.0], [0.0, 0.0, 0.0], [0.0, 0.0, 0.0], [0.0, 0.0, 0.0], [0.1, 0.0, 0.1], [0.5, -0.4, -0.1], [0.0, -0.1, 0.0], [0.0, 0.0, 0.0], [0.0, 0.0, 0.0], [0.0, 0.0, 0.0], [0.0, 0.0, 0.0], [0.0, 0.0, 0.0], [0.0, 0.0, 0.0], [0.0, 0.0, 0.0], [0.0, 0.0, 0.0], [0.0, 0.0, 0.0], [0.0, 0.0, 0.0], [0.0, 0.0, -0.1], [-0.1, 0.1, 0.1], [0.1, -0.1, 0.0], [0.0, 0.0, 0.0], [0.0, 0.0, 0.0], [0.0, 0.0, 0.0], [0.0, 0.0, 0.0], [0.0, 0.0, 0.0], [0.0, 0.0, 0.0], [0.0, 0.0, 0.0], [0.0, 0.0, 0.0]]}